{
  "formula": "C14H19ClOSn",
  "method": "ωB97M-V with the def2-TZVPD basis set",
  "species": ["C", "C", "C", "H", "C", "C", "H", "H", "H", "H", "Sn", "Cl", "C", "C", "C", "H", "C", "C", "H", "H", "H", "H", "C", "C", "C", "C", "O", "H", "H", "H", "H", "H", "H", "H", "H", "H"],
  "positions_angstrom": [[0.448095, 2.334646, -1.858145], [-0.989616, 2.575077, -1.739373], [-1.654537, 1.573966, -2.485375], [-1.497929, 3.379274, -1.189551], [-0.685746, 0.636725, -2.942752], [0.582459, 1.014702, -2.460884], [1.520770, 0.469647, -2.627296], [1.249389, 2.941131, -1.414296], [-2.712500, 1.560609, -2.772334], [-0.903180, -0.157436, -3.664545], [0.570070, 1.434804, 0.406950], [0.536167, 2.756609, 2.576479], [-2.322705, -1.073422, 1.332598], [-2.702535, -1.765206, 0.136493], [-3.627632, -0.941105, -0.576950], [-2.195864, -2.660882, -0.195029], [-3.793176, 0.275941, 0.164415], [-2.988968, 0.200273, 1.343657], [-2.639836, 1.058692, 1.965063], [-1.479845, -1.313682, 1.987108], [-4.010896, -1.127862, -1.571892], [-4.273343, 1.198408, -0.152921], [1.801575, -1.045387, 2.460951], [2.130222, -0.927424, 0.974548], [3.154745, 0.176913, 0.706549], [2.499356, -2.266828, 0.346318], [0.898969, -0.662860, 0.287672], [2.670355, -1.405173, 3.023343], [0.968091, -1.757909, 2.585768], [1.486941, -0.079296, 2.886362], [4.123428, -0.106979, 1.133456], [3.268563, 0.333565, -0.380859], [2.859930, 1.140586, 1.170824], [1.671935, -2.985308, 0.485576], [2.633829, -2.147646, -0.742421], [3.403418, -2.637161, 0.800496]],
  "forces_ev_per_angstrom": [[-0.250, -1.476, 1.044], [-1.159, -0.279, -0.638], [0.662, 1.073, 0.622], [0.507, -0.209, -0.542], [0.952, 0.310, 0.119], [-0.182, 0.381, -1.205], [-0.512, 0.447, -0.013], [-0.273, 0.164, -0.929], [0.503, -0.006, 0.459], [0.220, 0.095, 0.664], [-1.222, -1.364, 0.127], [0.120, -0.319, -0.271], [-0.256, 2.900, 0.459], [-1.800, 1.221, -1.978], [1.779, -1.926, 0.788], [-0.420, -0.088, -0.115], [1.142, 0.183, 1.065], [1.383, -0.592, 0.107], [-0.862, -0.907, -0.329], [-0.539, -0.154, -0.199], [-0.097, -0.104, 0.228], [-0.133, -0.397, -0.060], [0.122, -0.279, 0.175], [-1.331, -0.542, -0.379], [0.242, -0.321, -0.303], [0.056, 0.043, -0.133], [-0.245, 2.291, 0.336], [-0.136, 0.047, 0.068], [0.403, 0.236, -0.035], [0.128, -0.205, -0.144], [-0.056, 0.271, -0.086], [0.053, -0.117, 0.362], [0.257, -0.298, 0.119], [0.416, 0.362, 0.112], [0.077, 0.019, 0.458], [0.453, -0.461, 0.046]],
  "nbo_charge": [-0.396, -0.342, -0.247, 0.238, -0.224, -0.329, 0.232, 0.238, 0.226, 0.225, 1.618, -0.615, -0.104, -0.213, -0.307, 0.220, -0.062, -0.397, 0.230, 0.219, 0.220, 0.211, -0.635, 0.230, -0.653, -0.611, -0.923, 0.211, 0.219, 0.220, 0.242, 0.222, 0.196, 0.224, 0.215, 0.201],
  "homo_ev": [-8.159, -7.595],
  "max_force_ev_per_a": 2.947,
  "gap_ev": [6.043, 5.830],
  "e_tot_ev": -35222.938
}

{
  "formula": "C2H4N6S2",
  "method": "ωB97M-V with the def2-TZVPD basis set",
  "species": ["C", "C", "N", "N", "N", "N", "N", "N", "S", "S", "H", "H", "H", "H"],
  "positions_angstrom": [[-1.838248, -0.573289, 0.035781], [-0.469313, -0.070500, 0.043740], [-2.161885, -1.856788, -0.008770], [-3.456575, -1.962991, -0.036678], [-2.974899, 0.126607, 0.132649], [-4.033130, -0.762454, 0.005744], [0.433304, -1.035446, -0.001272], [-0.072896, 1.204904, 0.195613], [-3.006246, 1.953185, -0.166214], [-5.513652, -0.214964, 0.053374], [-0.049630, -1.903241, -0.368728], [1.399586, -0.960059, -0.206032], [-0.777169, 1.883375, 0.090773], [0.852353, 1.479446, 0.341215]],
  "forces_ev_per_angstrom": [[-0.948, 0.601, 0.367], [1.225, 1.305, 0.741], [0.713, -0.409, -0.488], [-0.889, -1.198, -0.017], [0.154, 3.139, -1.303], [4.398, 1.220, 0.757], [-1.898, -2.665, -1.063], [-1.489, -2.773, -0.380], [-0.505, -1.959, 0.523], [-2.559, 0.007, -0.142], [1.186, 0.823, 0.970], [0.647, 0.568, -0.079], [-1.589, 1.311, 0.043], [1.554, 0.029, 0.071]],
  "nbo_charge": [0.146, 0.528, -0.258, -0.049, -0.220, -0.127, -0.736, -0.724, -0.274, 0.013, 0.441, 0.414, 0.442, 0.405],
  "homo_ev": -7.727,
  "max_force_ev_per_a": 4.626,
  "gap_ev": 6.586,
  "e_tot_ev": -32746.272
}

{
  "formula": "C7H11N2S",
  "method": "ωB97M-V with the def2-TZVPD basis set",
  "species": ["C", "C", "C", "C", "C", "C", "C", "N", "N", "S", "H", "H", "H", "H", "H", "H", "H", "H", "H", "H", "H"],
  "positions_angstrom": [[0.958625, -0.034184, 2.588238], [-0.128832, -0.858354, 2.567680], [1.684632, 0.211511, 1.370361], [-0.407322, -1.455628, 1.324121], [-1.102449, -2.570258, 1.191845], [0.296226, 1.536420, -3.218765], [-0.756286, 1.216603, -1.017104], [-1.552504, -3.690200, 1.241380], [-0.639576, 1.044474, -2.336967], [0.535880, -0.412083, 0.081982], [1.298725, 0.618159, 3.369564], [-0.767890, -1.104585, 3.382755], [2.672532, -0.256545, 1.247930], [0.473784, 2.606474, -2.925325], [1.163335, 0.823376, -3.464336], [-0.170290, 1.788623, -4.226865], [-1.595587, 0.855327, -0.375239], [-0.206903, 2.080834, -0.578006], [-2.553644, -3.949421, 1.322972], [-1.209655, 0.319604, -2.715082], [2.007199, 1.229851, 1.168860]],
  "forces_ev_per_angstrom": [[-1.818, -0.263, 1.701], [2.284, 1.764, 1.362], [0.771, -0.289, -2.259], [0.490, 0.845, -2.440], [-0.060, -0.499, -0.294], [1.883, 2.547, -3.120], [0.618, 0.837, 0.416], [-0.562, 0.097, 0.252], [-2.607, -1.708, 2.939], [-0.036, -1.624, -0.170], [-0.287, -0.368, 0.947], [-0.040, 0.062, 0.788], [-0.384, -0.764, 0.244], [1.090, -1.180, 0.078], [-0.945, 1.380, 0.829], [0.171, -0.908, 1.120], [0.447, 0.327, -1.399], [-0.416, -0.730, -0.467], [0.807, 0.477, -0.390], [-0.572, -0.528, -0.151], [-0.835, 0.526, 0.014]],
  "nbo_charge": [-0.219, -0.187, -0.538, -0.386, 0.451, -0.458, -0.021, -0.537, -0.512, 0.382, 0.239, 0.246, 0.258, 0.234, 0.239, 0.246, 0.257, 0.229, 0.420, 0.408, 0.248],
  "homo_ev": -11.429,
  "total_charge": 1,
  "max_force_ev_per_a": 4.446,
  "gap_ev": 7.777,
  "e_tot_ev": -21242.551
}